This record from the Open Molecules 2025 dataset describes a cluster of 2 separate species, C3H8S2 in total. The level of theory is ωB97M-V with the def2-TZVPD basis set.

```
13
Properties=species:S:1:pos:R:3:forces:R:3:mulliken_charge:R:1
H 0.135304 -2.082809 3.629982 0.8 0.0 0.6 0.235
S -0.216130 1.567914 -0.849532 0.3 2.0 0.8 -0.402
H 1.718950 -0.445244 2.582169 -0.4 0.4 -0.2 0.215
H -1.092760 0.540747 1.127072 -0.2 0.0 -0.1 0.136
H -0.654917 -0.136360 -2.642708 -0.1 -0.2 -0.2 0.051
H 0.285349 -3.066991 2.118644 -0.1 0.0 0.0 0.220
C 0.633482 -2.203602 2.681271 -1.3 -0.6 -1.1 -0.409
H -2.282771 1.587596 0.313191 -0.2 0.1 0.5 0.229
H 1.445231 -1.242256 0.953172 0.2 -0.4 0.0 0.154
S 0.116718 -0.655990 -1.693169 0.2 -1.4 -0.4 -0.575
C 1.270608 -1.257877 2.020334 0.8 0.6 0.6 -0.441
H -1.008950 2.249266 1.418426 0.0 0.3 -0.2 0.226
C -1.249002 1.515074 0.649313 0.0 -0.8 -0.3 -0.638
```
Forces are in eV/Å.

Summary:
Orbital gap (alpha / beta) ... 4.9 / 6.8 eV
Total charge ... -1
Relative energy (zero: lowest compared OMol25 entry of this formula, charge and spin) ... 151.27 kJ/mol
2S+1 ... 2